Formula: C4H7DyO4
Source: the OMol25 dataset
Level of theory: ωB97M-V/def2-TZVPD

Output
Energy relative to the best compared isomer or geometry (same formula, charge and spin) = 0.0 kcal per mole
2S+1 = 6
Charge = +2
Orbital gap (spin up / spin down) = 5.0 / 9.4 eV

XYZ file:
```
16
Properties=species:S:1:pos:R:3:lowdin_charge:R:1
O 1.4890 -0.9487 0.2958 0.016
C 2.3605 -0.0078 0.0566 -0.821
O 3.0000 0.4869 1.0359 -0.188
Dy 4.3685 1.9313 -0.2656 1.875
O 2.5970 0.4194 -1.1165 -0.177
C 0.8610 -1.5970 -0.8297 -0.004
H 1.5235 -2.3860 -1.2069 0.117
H -0.1021 -2.0328 -0.5396 0.093
H 0.7276 -0.8244 -1.5912 0.092
C -2.1552 0.6163 1.1010 -0.052
C -2.7207 0.1299 -0.0084 0.258
O -1.9720 1.9210 1.4044 0.208
H -1.8828 -0.0251 1.9418 0.170
H -2.9693 0.7712 -0.8568 0.131
H -2.9281 -0.9376 -0.0745 0.129
H -2.1969 2.4835 0.6537 0.153
```